{
  "formula": "C5H7ClOS",
  "method": "ωB97M-V with the def2-TZVPD basis set",
  "species": ["O", "C", "C", "Cl", "C", "C", "C", "S", "H", "H", "H", "H", "H", "H", "H"],
  "positions_angstrom": [[2.0659, 0.7321, -0.3156], [0.8427, 0.6073, 0.3133], [0.5081, -0.7658, 0.9433], [1.1243, -2.1412, -0.0516], [-0.9885, -0.7737, 0.9744], [-1.4946, 0.1700, 0.1790], [-0.4221, 0.9380, -0.5331], [-0.3029, 0.4852, -2.3093], [1.9798, 0.2426, -1.1800], [0.8767, 1.3420, 1.1459], [0.9975, -0.9111, 1.9218], [-1.5790, -1.4616, 1.6017], [-2.5659, 0.3692, 0.0120], [-0.6020, 2.0184, -0.5633], [-0.4401, -0.8515, -2.1386]],
  "mulliken_charge": [-0.52, -0.43, 0.02, -0.20, -0.45, -0.54, -0.14, -0.21, 0.42, 0.37, 0.38, 0.40, 0.37, 0.36, 0.16],
  "e_lumo_ha": 0.027,
  "smiles": "O[C@@H]1[C@H](Cl)C=C[C@@H]1S",
  "orbital_gap_ev": 10.215,
  "total_charge": 0,
  "de_lowest_ev": 0.112
}


{
  "formula": "C6H21NO5",
  "method": "ωB97M-V with the def2-TZVPD basis set",
  "species": ["C", "C", "C", "C", "C", "N", "C", "O", "H", "H", "H", "H", "H", "H", "H", "H", "H", "H", "H", "H", "H", "O", "H", "H", "O", "H", "H", "O", "H", "H", "O", "H", "H"],
  "positions_angstrom": [[-0.2773, -3.1529, 2.0728], [-0.0954, -1.7198, 1.4957], [0.0375, -1.7071, -0.0332], [-1.3393, -1.6866, -0.7204], [-2.2537, -0.5062, -0.4456], [-1.6080, 0.8089, -0.4660], [-1.9934, 1.6850, -1.3707], [-1.6017, 2.8295, -1.5255], [0.3699, -3.4124, 2.9221], [-1.3471, -3.2967, 2.3103], [-0.0215, -3.8519, 1.2587], [0.8285, -1.3003, 1.8950], [-0.8494, -1.0601, 1.9148], [0.5163, -2.6469, -0.3024], [0.7282, -0.9799, -0.4226], [-1.0214, -1.7172, -1.7555], [-1.8005, -2.5965, -0.4298], [-3.0024, -0.4916, -1.2245], [-2.7967, -0.6272, 0.4817], [-0.9416, 1.0187, 0.2479], [-2.8368, 1.4018, -2.0131], [2.2550, 2.9497, -0.4351], [3.0535, 3.3914, -0.0492], [1.6336, 3.7082, -0.5871], [2.7543, -0.7388, 1.2370], [3.2234, -0.4806, 0.4357], [2.1379, -0.0294, 1.3613], [2.7631, 1.3791, -3.1364], [2.2999, 2.1535, -2.7231], [2.8471, 0.7981, -2.4217], [-0.2071, 3.3612, 0.7824], [-0.8283, 3.3661, 0.0400], [-0.6267, 3.1508, 1.6063]],
  "mulliken_charge": [-1.24, -0.15, -0.85, -0.48, -0.92, 0.11, 0.13, -0.65, 0.38, 0.26, 0.28, 0.12, 0.38, 0.48, 0.23, 0.35, 0.33, 0.39, 0.33, 0.27, 0.27, -0.59, 0.27, 0.31, -0.63, 0.30, 0.34, -0.63, 0.35, 0.28, -0.65, 0.37, 0.24],
  "e_lumo_ha": 0.014,
  "smiles": "CCCCCNC=O.O.O.O.O",
  "orbital_gap_ev": 10.679,
  "total_charge": 0,
  "de_lowest_ev": 2.037
}


{
  "formula": "C4H5LiO2Tl",
  "method": "ωB97M-V with the def2-TZVPD basis set",
  "species": ["C", "C", "C", "C", "O", "O", "Li", "Tl", "H", "H", "H", "H", "H"],
  "positions_angstrom": [[-1.2403, -0.6731, -1.2035], [-0.4663, -1.2675, -0.0479], [0.5175, -0.5240, 0.6295], [0.9463, 0.7797, 0.3371], [1.8897, 1.3991, 0.9739], [-2.1457, 0.2847, -0.7973], [-1.6524, 0.7823, 0.8437], [3.6225, 3.1177, 1.4290], [-0.5333, -0.2983, -1.9809], [-1.6452, -1.6947, -1.5511], [-0.7801, -2.2179, 0.3932], [1.0089, -0.9993, 1.4871], [0.4783, 1.3112, -0.5127]],
  "mulliken_charge": [-0.23, -0.46, -0.40, -0.25, -0.69, -0.95, 0.85, 0.68, 0.26, 0.22, 0.33, 0.25, 0.39],
  "e_lumo_ha": [-0.037, -0.041],
  "orbital_gap_ev": [4.320, 6.013],
  "total_charge": 0,
  "spin_multiplicity": 2
}


{
  "formula": "C30H19N9PdS",
  "method": "ωB97M-V with the def2-TZVPD basis set",
  "species": ["Pd", "N", "C", "C", "C", "C", "C", "C", "C", "C", "C", "C", "C", "C", "N", "C", "C", "C", "C", "N", "H", "H", "H", "H", "H", "H", "H", "H", "H", "H", "N", "C", "C", "C", "C", "C", "C", "S", "N", "C", "C", "C", "C", "C", "C", "N", "H", "H", "H", "H", "H", "H", "H", "H", "H", "N", "C", "N", "C", "N"],
  "positions_angstrom": [[0.1810, 0.3197, 0.0401], [7.2292, -0.1394, 7.5087], [6.4427, -0.1109, 6.6729], [5.4699, -0.0750, 5.6407], [5.5172, -0.9998, 4.5976], [4.5676, -0.9609, 3.5971], [3.5485, -0.0045, 3.6100], [3.5094, 0.9131, 4.6626], [4.4615, 0.8887, 5.6613], [2.5314, 0.0260, 2.5443], [1.1765, 0.0173, 2.9197], [0.6430, -0.1834, 4.2262], [-0.7234, -0.0844, 4.1183], [-0.9969, 0.1622, 2.7652], [0.1293, 0.2172, 2.0431], [2.9603, 0.0357, 1.2044], [4.3043, 0.1675, 0.7405], [4.2679, 0.0554, -0.6273], [2.9165, -0.1268, -0.9750], [2.1311, -0.1243, 0.1088], [6.2985, -1.7451, 4.5798], [4.5946, -1.6922, 2.8020], [2.7322, 1.6641, 4.6827], [4.4372, 1.6164, 6.4588], [1.2067, -0.4204, 5.1089], [-1.4530, -0.1822, 4.9003], [-1.9736, 0.2983, 2.3331], [5.1603, 0.3494, 1.3632], [5.0885, 0.1091, -1.3189], [2.5194, -0.2669, -1.9661], [-3.9172, -1.5454, -0.2465], [-4.0573, -2.9193, -0.1459], [-5.3280, -3.4836, -0.0940], [-5.4778, -4.8532, 0.0189], [-4.3610, -5.6721, 0.0988], [-3.0908, -5.1215, 0.0446], [-2.9328, -3.7518, -0.0917], [-1.3315, -3.0483, -0.3660], [-1.5523, -1.4149, -0.2293], [-2.7321, -0.8435, -0.1797], [-2.7884, 0.5911, -0.0750], [-3.9736, 1.3524, -0.0048], [-3.9090, 2.7223, 0.0384], [-2.6616, 3.3553, 0.0172], [-1.5343, 2.5598, -0.0120], [-1.5908, 1.2343, -0.0397], [-4.7691, -1.0168, -0.3268], [-6.1944, -2.8372, -0.1521], [-6.4697, -5.2780, 0.0445], [-4.4820, -6.7408, 0.1857], [-2.2152, -5.7531, 0.0874], [-4.9381, 0.8677, 0.0214], [-4.8107, 3.3158, 0.0863], [-2.5735, 4.4297, 0.0259], [-0.5362, 2.9925, -0.0178], [-0.7360, 1.9563, -6.1975], [-0.5306, 1.2960, -5.2721], [-0.3053, 0.4802, -4.2966], [-0.0659, 0.5562, -3.0787], [0.2255, 0.5151, -1.9428]],
  "mulliken_charge": [0.58, -0.53, -0.02, 0.48, -0.83, -0.34, -0.18, -0.28, -0.86, -0.10, 0.56, -0.60, -1.31, -0.32, 0.35, 0.56, -0.45, -1.04, -0.39, -0.02, 0.45, 0.57, 0.57, 0.45, 0.59, 0.46, 0.43, 0.60, 0.45, 0.56, -0.11, 0.35, -0.68, -0.58, -0.62, -0.59, 0.51, -0.28, 0.15, 1.11, 0.31, -0.87, -0.60, -0.81, -0.52, 0.35, 0.04, 0.35, 0.38, 0.38, 0.39, 0.41, 0.44, 0.44, 0.46, -0.52, 0.45, -0.66, 0.55, -0.59],
  "e_lumo_ha": [-0.052, -0.107],
  "orbital_gap_ev": [4.786, 4.990],
  "total_charge": 0,
  "de_lowest_ev": 0.521,
  "spin_multiplicity": 3
}


{
  "formula": "C2H2F2N4",
  "method": "ωB97M-V with the def2-TZVPD basis set",
  "species": ["F", "C", "F", "C", "N", "N", "N", "N", "H", "H"],
  "positions_angstrom": [[2.1073, -0.2129, 1.1005], [1.5619, 0.3555, 0.0041], [2.1088, -0.2018, -1.0964], [0.0708, 0.1288, 0.0062], [-0.8363, 1.1348, 0.0015], [-1.9984, 0.5698, 0.0079], [-1.7739, -0.7275, 0.0011], [-0.5032, -1.0619, -0.0068], [1.7742, 1.4229, -0.0048], [-2.5112, -1.4078, -0.0134]],
  "mulliken_charge": [-0.25, 0.32, -0.25, 0.57, -0.21, -0.45, 0.38, -0.57, 0.21, 0.25],
  "e_lumo_ha": 0.033,
  "smiles": "FC(F)c1nn[nH]n1",
  "orbital_gap_ev": 12.446,
  "total_charge": 0,
  "de_lowest_ev": 0.008
}


{
  "formula": "C32H48BF7IrN6O5P2S3",
  "method": "ωB97M-V with the def2-TZVPD basis set",
  "species": ["Ir", "F", "C", "F", "F", "C", "C", "C", "C", "N", "C", "S", "H", "H", "H", "F", "B", "F", "F", "F", "C", "C", "C", "O", "P", "S", "S", "O", "C", "C", "C", "H", "H", "H", "H", "H", "H", "H", "H", "H", "H", "H", "H", "H", "H", "O", "P", "N", "C", "C", "C", "C", "N", "C", "C", "C", "C", "N", "C", "C", "C", "C", "H", "H", "H", "H", "H", "H", "H", "H", "H", "H", "H", "H", "H", "H", "H", "H", "H", "H", "H", "H", "H", "H", "H", "H", "O", "C", "N", "C", "O", "C", "C", "C", "C", "C", "C", "H", "H", "H", "H", "N", "H", "H", "H"],
  "positions_angstrom": [[-1.3489, 0.2217, 0.4784], [-1.1922, -2.5722, -3.7536], [-2.5219, -2.6178, -3.5788], [-3.0854, -2.6329, -4.7992], [-2.8078, -3.7920, -2.9965], [-3.0219, -1.4591, -2.7631], [-4.2240, -0.8388, -3.0705], [-4.6821, 0.2263, -2.3113], [-3.9367, 0.6453, -1.2248], [-2.7929, 0.0360, -0.9369], [-2.3031, -0.9750, -1.6816], [-0.7124, -1.3541, -1.0420], [-4.7945, -1.1856, -3.9216], [-5.6115, 0.7227, -2.5471], [-4.2424, 1.4485, -0.5654], [-0.3257, -2.7516, 1.9610], [-1.7168, -2.8004, 1.9807], [-2.1672, -1.4243, 1.4874], [-2.2278, -2.8954, 3.2493], [-2.2428, -3.6979, 1.0935], [-5.1619, -2.2134, 1.3092], [-5.2017, -1.6218, 2.6998], [-6.6110, -1.2627, 3.1291], [-4.2813, -0.4932, 2.7719], [-4.4063, 1.0583, 2.5847], [-5.8413, 1.7382, 1.4851], [-2.5098, 1.6997, 1.9505], [-4.5043, 1.6720, 4.0456], [-3.8785, 1.2486, 5.2926], [-2.4056, 0.9126, 5.1558], [-4.6563, 0.1160, 5.9297], [-5.7686, -3.1206, 1.2893], [-4.1439, -2.4794, 1.0294], [-5.5826, -1.5054, 0.5942], [-4.7630, -2.3246, 3.4096], [-7.0870, -0.5995, 2.4083], [-6.6168, -0.7778, 4.1023], [-7.1936, -2.1822, 3.2049], [-3.9903, 2.1429, 5.9068], [-2.2700, 0.0239, 4.5350], [-2.0134, 0.6869, 6.1494], [-1.8479, 1.7467, 4.7352], [-4.5002, -0.8203, 5.3936], [-5.7193, 0.3514, 5.9664], [-4.3016, -0.0217, 6.9524], [1.9406, 0.0382, -0.1848], [3.2047, -0.2964, -0.8961], [4.5291, 0.5480, -0.3397], [4.3573, 1.9823, -0.0210], [5.0597, 2.1648, 1.3233], [6.1401, 1.0872, 1.2875], [5.4035, -0.0902, 0.6631], [3.5060, -1.9011, -0.7522], [2.8633, -2.7373, 0.2765], [3.2489, -4.1766, -0.1107], [3.7714, -4.0659, -1.5459], [4.4299, -2.6916, -1.5555], [3.2118, -0.0171, -2.5227], [2.1494, -0.6455, -3.3343], [2.0338, 0.2448, -4.5758], [3.3579, 1.0099, -4.6141], [3.6728, 1.2299, -3.1395], [3.2995, 2.2447, 0.0336], [4.8230, 2.5992, -0.7956], [4.3602, 1.9659, 2.1385], [5.4531, 3.1722, 1.4534], [6.5505, 0.8464, 2.2672], [6.9609, 1.3993, 0.6376], [4.8234, -0.6157, 1.4315], [6.0734, -0.8107, 0.1936], [1.7853, -2.5807, 0.2683], [3.2256, -2.4929, 1.2796], [2.4028, -4.8554, -0.0215], [4.0385, -4.5439, 0.5468], [2.9381, -4.0689, -2.2520], [4.4555, -4.8694, -1.8160], [4.5404, -2.2547, -2.5475], [5.4250, -2.7419, -1.0929], [1.2043, -0.6963, -2.7895], [2.4415, -1.6678, -3.5925], [1.1974, 0.9334, -4.4525], [1.8526, -0.3359, -5.4792], [3.2962, 1.9470, -5.1678], [4.1385, 0.3954, -5.0680], [3.1256, 2.1043, -2.7627], [4.7344, 1.3793, -2.9428], [-1.0729, 1.3640, -2.6569], [-0.4916, 1.9924, -1.8051], [-0.4948, 1.7355, -0.4275], [0.3769, 2.6302, 0.2135], [0.6219, 2.6614, 1.3953], [0.9313, 3.5403, -0.8256], [1.8199, 4.5899, -0.7101], [2.1530, 5.2666, -1.8792], [1.5983, 4.9017, -3.1055], [0.7036, 3.8409, -3.2045], [0.3951, 3.1693, -2.0386], [2.2310, 4.8702, 0.2508], [2.8466, 6.0964, -1.8391], [1.8692, 5.4577, -3.9938], [0.2612, 3.5561, -4.1498], [0.1741, 0.0096, 1.8858], [0.4672, -0.9647, 1.9204], [-0.1787, 0.2819, 2.8003], [0.9768, 0.5862, 1.6528]],
  "mulliken_charge": [3.48, -0.11, 0.52, -0.31, -0.26, -0.06, -0.44, -1.42, -0.66, 0.06, 0.23, -0.70, 0.52, 0.54, 0.85, -0.30, -0.14, -0.38, -0.28, -0.28, -1.10, 0.40, -1.48, -0.16, 1.03, -0.49, -0.67, -0.39, 0.59, -1.07, -1.24, 0.54, -0.06, 0.22, 0.28, 0.35, 0.21, 0.48, 0.35, -0.03, 0.56, 0.29, 0.07, 0.32, 0.51, 0.52, -1.28, 0.05, 0.31, -0.91, -0.75, -0.31, 0.77, 0.03, -0.74, -0.68, -0.61, 0.39, 0.34, -0.65, -0.89, 0.07, -0.48, 0.25, 0.28, 0.46, 0.41, 0.31, 0.23, 0.13, -0.26, 0.11, 0.40, 0.35, 0.18, 0.43, 0.32, 0.34, -0.59, 0.29, 0.13, 0.47, 0.43, 0.31, -0.19, 0.28, -0.53, -0.33, 0.36, -0.22, -0.65, 0.65, -0.30, -0.72, -0.70, -0.07, -0.06, 0.57, 0.43, 0.43, 0.48, -0.60, 0.29, 0.35, -0.01],
  "e_lumo_ha": [-0.014, -0.104],
  "orbital_gap_ev": [7.588, 5.060],
  "total_charge": 0,
  "de_lowest_ev": 0.036,
  "spin_multiplicity": 2
}


Computed calculated total energy, in the same sequence as the records: -1128.3241; -672.1454; -485.8232; -2173.4039; -496.1351; -4658.9918 hartree.